Density functional theory data (ωB97M-V with the def2-TZVPD basis set) for a structure of composition C25H28ClN4O2SiTi in a non-equilibrium geometry.

Frontier orbital gap ... 7.75 eV
HOMO ... -11.488 eV
Total charge ... +1
ΔE to the lowest compared entry with this formula, charge and spin ... 94.11 kJ/mol
E ... -2938.050419 hartree
E_LUMO ... -0.137 hartree

Atoms and positions in Å:
Ti  0.12  -2.19  -0.44
C  3.17  -3.22  -2.14
C  3.04  -3.36  -0.65
C  4.05  -3.76  0.21
C  3.80  -3.78  1.58
C  2.59  -3.35  2.09
C  1.60  -2.96  1.18
N  1.85  -3.03  -0.16
N  0.35  -2.47  1.40
Si  -0.06  -1.35  2.71
C  1.42  -0.14  2.79
C  -1.70  -0.63  2.04
C  -0.33  -2.30  4.34
H  3.83  -2.38  -2.36
H  2.19  -3.03  -2.58
H  3.61  -4.11  -2.59
H  5.02  -4.05  -0.18
H  4.58  -4.12  2.25
H  2.38  -3.31  3.15
H  1.86  -0.02  1.80
H  2.21  -0.52  3.44
H  1.16  0.85  3.17
H  -1.67  -0.48  0.96
H  -1.94  0.32  2.50
H  -2.53  -1.31  2.26
H  0.57  -2.78  4.70
H  -1.10  -3.07  4.23
H  -0.67  -1.63  5.12
Cl  -0.43  -4.60  -1.00
C  -1.57  -3.22  -0.91
H  -2.32  -3.49  -0.15
H  -2.05  -3.14  -1.89
O  2.07  -0.33  -0.45
C  1.03  0.23  -0.79
N  0.73  1.53  -0.77
C  -0.65  1.78  -1.14
C  -1.12  0.34  -1.40
O  -2.22  -0.06  -1.69
N  -0.06  -0.50  -1.21
C  -1.43  2.43  0.01
C  -0.77  3.22  0.94
C  -1.47  3.81  1.98
C  -2.84  3.61  2.10
C  -3.50  2.82  1.17
C  -2.80  2.24  0.13
C  -0.77  2.58  -2.44
C  0.27  3.40  -2.86
C  0.20  4.07  -4.07
C  -0.92  3.93  -4.87
C  -1.97  3.13  -4.45
C  -1.90  2.47  -3.24
H  1.37  2.25  -0.48
H  0.29  3.41  0.87
H  -0.95  4.42  2.70
H  -3.39  4.07  2.91
H  -4.56  2.66  1.25
H  -3.32  1.63  -0.59
H  1.16  3.53  -2.24
H  1.03  4.68  -4.39
H  -0.97  4.43  -5.82
H  -2.85  3.02  -5.06
H  -2.72  1.83  -2.93